Formula: C4H5Br2O3S
Source: OMol25
Level of theory: wB97M-V/def2-TZVPD

```
15
Properties=species:S:1:pos:R:3:lowdin_charge:R:1
C 0.14758 -0.49751 1.31237 -0.34
C -0.30892 0.02611 0.04230 -0.38
C 1.45878 -1.05499 0.74677 -1.10
C -1.21771 -0.63305 -0.90490 -0.12
O 0.95918 2.23896 0.69538 -0.43
O 0.50040 1.82770 -1.68548 -0.36
O -1.34111 2.21765 -0.11576 -0.35
S 0.03363 1.75867 -0.31498 0.35
Br 2.85070 0.10195 0.24584 0.69
Br 1.35582 -2.60233 -0.34380 0.62
H 0.38276 0.29269 2.02467 0.11
H -0.44575 -1.29377 1.77382 0.11
H -0.79576 -1.53646 -1.35989 0.02
H -1.42870 0.07792 -1.70166 0.08
H -2.15089 -0.92355 -0.41469 0.09
```

The HOMO energy (spin up / spin down) comes out at -4.13 / -3.95 eV. The charge is -1. As for the HOMO-LUMO gap (spin up / spin down): 7.1 / 6.9 eV. The value obtained for the largest force on an atom is 1.9 eV/A. As for the energy above the lowest of the compared OMol25 structures with the same formula, charge and spin: 135.3 kJ/mol. Its spin multiplicity is 1.